{"formula": "C6H15NO", "method": "ωB97M-V/def2-TZVPD", "elements": ["C", "C", "C", "C", "C", "C", "N", "O", "H", "H", "H", "H", "H", "H", "H", "H", "H", "H", "H", "H", "H", "H", "H"], "positions_angstrom": [[-0.5159, -0.2530, -0.8981], [0.0345, 0.5267, 0.0800], [-2.4384, 0.2030, 0.3843], [2.0536, -0.5029, -0.6646], [0.2379, 2.0062, -0.0019], [2.3185, -1.3856, 0.5180], [-2.5735, -0.8565, 1.2961], [-0.7170, 0.1001, -2.1833], [-0.5156, 1.0362, -2.3127], [-0.6097, -1.3228, -0.7524], [0.1222, 0.0634, 1.0537], [-2.5122, -1.7797, 0.8868], [-1.9779, -0.7954, 2.1118], [-3.0652, 0.1082, -0.4959], [-2.5027, 1.1844, 0.8419], [2.6790, 0.3800, -0.7608], [1.9563, -1.0229, -1.6147], [0.0284, 2.4194, -0.9914], [-0.4069, 2.5248, 0.7108], [1.2721, 2.2571, 0.2390], [3.0903, -2.1476, 0.3428], [1.4133, -1.9419, 0.8217], [2.6290, -0.8013, 1.3890]], "mulliken_charge": [-0.013, 0.050, -0.808, -0.767, -1.217, -0.813, -0.431, -0.504, 0.291, 0.397, 0.209, 0.243, 0.228, 0.355, 0.317, 0.332, 0.332, 0.256, 0.352, 0.374, 0.330, 0.213, 0.274], "largest_force_ev_per_a": 1.71, "homo_ev": [-5.759, -6.118], "homo_lumo_gap_ev": [6.55, 6.91]}

=====

{"formula": "C6H15NO", "method": "ωB97M-V/def2-TZVPD", "elements": ["C", "C", "C", "C", "C", "N", "C", "O", "H", "H", "H", "H", "H", "H", "H", "H", "H", "H", "H", "H", "H", "H", "H"], "positions_angstrom": [[0.9391, 3.0941, 1.2648], [0.9409, 1.5342, 1.0167], [1.1657, 1.2350, -0.4893], [-0.0216, 0.8797, -1.2651], [-0.9081, -0.1679, -0.4579], [-0.0645, -1.1471, 0.2461], [-0.7240, -2.4827, 0.4946], [-1.2633, -2.9707, -0.7875], [1.2071, 3.1980, 2.2460], [0.1734, 3.4722, 0.7321], [1.8232, 3.5124, 0.6021], [1.7950, 1.0109, 1.4858], [0.0067, 0.9431, 1.4882], [1.9286, 0.2701, -0.5887], [1.7977, 2.1012, -0.8919], [-0.7549, 1.6274, -1.5859], [0.1732, 0.4689, -2.2211], [-1.5859, -0.6451, -1.1671], [-1.6378, 0.4123, 0.2966], [0.8324, -1.2895, -0.1640], [-1.5626, -2.1794, 1.2209], [-0.0394, -3.2754, 0.8050], [-1.9510, -2.3868, -1.0628]], "mulliken_charge": [-1.322, -0.065, -0.703, -0.820, -0.616, -0.099, -0.340, -0.533, 0.425, 0.418, 0.243, 0.267, 0.252, 0.174, 0.392, 0.311, 0.407, 0.320, 0.209, 0.167, 0.261, 0.315, 0.336], "largest_force_ev_per_a": 6.52, "homo_ev": -9.009, "smiles": "CCCCCNCO", "homo_lumo_gap_ev": 9.98}

=====

{"formula": "C6H15NO", "method": "ωB97M-V/def2-TZVPD", "elements": ["C", "C", "C", "N", "O", "H", "H", "H", "H", "H", "H", "H", "C", "C", "C", "H", "H", "H", "H", "H", "H", "H", "H"], "positions_angstrom": [[-2.1126, 3.2024, 0.5405], [-1.6618, 2.1391, -0.3625], [-1.4072, 0.7227, 0.3550], [-2.4734, 0.1644, 1.1414], [-0.4975, 0.0985, -0.1788], [-2.0101, 4.1779, -0.0247], [-1.3954, 3.2717, 1.4259], [-3.0348, 2.9013, 0.8586], [-2.2603, 1.8144, -1.3695], [-0.5652, 2.4636, -0.8329], [-2.7291, -0.6323, 1.6108], [-3.3569, 0.7458, 1.4478], [2.0571, -1.9075, 0.9476], [1.6550, -2.3349, -0.5480], [2.5070, -1.6126, -1.6351], [2.9276, -2.6257, 1.1750], [1.2246, -1.9575, 1.5748], [2.5229, -0.9417, 1.1002], [1.8929, -3.4190, -0.6873], [0.5905, -2.1584, -0.9660], [2.3622, -0.5363, -1.5466], [3.6195, -1.6991, -1.4475], [2.1449, -1.8769, -2.5785]], "mulliken_charge": [-1.039, -0.225, 0.334, -0.354, -0.486, 0.308, 0.253, 0.339, 0.253, 0.221, 0.189, 0.182, -1.129, -0.077, -1.226, 0.353, 0.266, 0.306, 0.360, 0.167, 0.308, 0.317, 0.382], "largest_force_ev_per_a": 5.63, "homo_ev": -9.621, "smiles": "CCC(N)=O.CCC", "homo_lumo_gap_ev": 10.32}

=====

{"formula": "C6H15NO", "method": "ωB97M-V/def2-TZVPD", "elements": ["C", "C", "C", "N", "C", "C", "C", "O", "H", "H", "H", "H", "H", "H", "H", "H", "H", "H", "H", "H", "H", "H", "H"], "positions_angstrom": [[-0.1717, -1.9465, -1.7758], [-1.1704, -1.0178, -1.0728], [-1.0719, 0.4667, -1.4819], [0.1362, 1.1889, -1.0989], [0.1073, 1.7262, 0.2949], [1.0101, 1.0491, 1.3133], [0.5125, -0.2547, 1.9258], [1.2676, -0.5976, 3.0796], [0.2550, -2.6688, -1.0720], [0.6945, -1.4029, -2.1455], [-0.6939, -2.5393, -2.5197], [-1.3251, -1.1578, -0.0041], [-2.1631, -1.2580, -1.4873], [-1.1619, 0.4444, -2.5737], [-1.8844, 1.0449, -1.0554], [1.0264, 0.7301, -1.2546], [0.4465, 2.7525, 0.1290], [-0.9053, 1.7727, 0.6841], [1.1480, 1.7357, 2.1767], [2.0684, 1.0369, 1.0365], [-0.5522, -0.1743, 2.1546], [0.7500, -1.0788, 1.2485], [1.6773, 0.1484, 3.4987]], "mulliken_charge": [-1.147, -0.288, -0.816, -0.270, -0.939, -0.555, -0.026, -0.556, 0.294, 0.316, 0.338, 0.311, 0.321, 0.385, 0.374, 0.228, 0.294, 0.391, 0.423, 0.365, 0.229, 0.009, 0.319], "largest_force_ev_per_a": 1.79, "homo_ev": -8.476, "smiles": "CCCNCCCO", "homo_lumo_gap_ev": 9.47}

=====

{"formula": "C6H15NO", "method": "ωB97M-V/def2-TZVPD", "elements": ["C", "C", "C", "N", "O", "H", "H", "H", "H", "H", "H", "H", "C", "C", "C", "H", "H", "H", "H", "H", "H", "H", "H"], "positions_angstrom": [[1.1451, 0.4272, -2.8846], [0.9700, -0.5888, -1.6648], [2.0548, -1.4921, -1.2095], [2.0824, -2.0632, 0.0576], [2.9818, -1.8182, -1.9479], [0.7447, 0.1422, -3.9019], [2.2534, 0.6810, -3.0242], [0.6259, 1.3579, -2.6600], [0.6209, 0.2771, -0.9672], [0.1079, -1.2506, -1.9618], [2.8464, -2.7534, 0.1823], [1.3937, -1.6093, 0.6584], [-0.3952, 1.2568, 1.5923], [-1.9358, 1.4162, 1.8885], [-2.5551, -0.1319, 1.8443], [0.2694, 2.1535, 1.6551], [0.0342, 0.5228, 2.2626], [-0.3842, 1.0330, 0.5411], [-2.2354, 1.8233, 2.8783], [-2.4017, 1.9797, 1.1594], [-1.7564, -0.8054, 1.9100], [-3.2089, -0.1718, 2.6380], [-3.2580, -0.3861, 0.9541]], "mulliken_charge": [-1.057, 0.210, 0.540, -0.434, -0.642, 0.289, 0.285, 0.324, -0.232, 0.264, 0.235, 0.229, -0.893, -0.429, -0.943, 0.359, 0.305, 0.058, 0.318, 0.355, 0.269, 0.354, 0.237], "largest_force_ev_per_a": 4.27, "homo_ev": -9.654, "smiles": "CCC(N)=O.CCC", "homo_lumo_gap_ev": 10.47}

=====

{"formula": "C6H15NO", "method": "ωB97M-V/def2-TZVPD", "elements": ["C", "C", "C", "C", "N", "C", "C", "H", "H", "H", "H", "H", "H", "H", "H", "H", "H", "H", "H", "H", "O", "H", "H"], "positions_angstrom": [[-2.8428, -2.2952, 1.9738], [-1.7080, -1.4993, 2.6501], [-1.2457, -0.2960, 1.9022], [-0.4005, -0.3330, 0.8755], [-0.2916, 0.6884, -0.0791], [1.0490, 1.0275, -0.5439], [1.0316, 2.4222, -1.1582], [-3.2064, -3.0784, 2.6280], [-2.5392, -2.6307, 0.9829], [-3.6823, -1.6424, 1.7427], [-2.1780, -1.2016, 3.5917], [-0.9161, -2.2009, 2.9323], [-1.6051, 0.6722, 2.2454], [0.0597, -1.2607, 0.5396], [-0.8615, 1.5038, 0.1035], [1.2828, 0.2738, -1.3051], [1.8789, 0.9733, 0.1651], [0.3878, 2.5242, -2.0297], [0.7373, 3.1229, -0.3685], [2.0527, 2.7187, -1.3854], [4.7495, 0.1334, -5.1091], [4.0814, 0.5072, -4.5159], [4.1663, -0.1296, -5.8380]], "mulliken_charge": [-1.131, -0.613, -0.412, -0.013, -0.267, -0.300, -1.240, 0.332, 0.335, 0.330, 0.285, 0.301, 0.269, 0.257, 0.254, 0.275, 0.283, 0.312, 0.363, 0.377, -0.635, 0.313, 0.323], "largest_force_ev_per_a": 1.35, "homo_ev": -7.996, "smiles": "CC/C=C/NCC.O", "homo_lumo_gap_ev": 8.62}

=====

{"formula": "C6H15NO", "method": "ωB97M-V/def2-TZVPD", "elements": ["C", "C", "C", "C", "N", "C", "C", "H", "H", "H", "H", "H", "H", "H", "H", "H", "H", "H", "H", "H", "O", "H", "H"], "positions_angstrom": [[-2.1781, 1.3931, -1.3915], [-1.8722, 1.6318, 0.1040], [-0.7802, 0.6689, 0.4907], [-1.1294, -0.5673, 0.9025], [-0.3208, -1.4363, 1.5926], [1.0996, -1.1558, 1.8213], [1.9254, -1.2540, 0.4916], [-2.9055, 2.0280, -1.9034], [-2.6507, 0.4059, -1.5153], [-1.2959, 1.3006, -2.0328], [-1.5877, 2.6842, 0.1936], [-2.8122, 1.5019, 0.6315], [0.2517, 0.9746, 0.4373], [-2.1735, -0.8382, 1.0637], [-0.4054, -2.4339, 1.5998], [1.5700, -1.7993, 2.5561], [1.1464, -0.1034, 2.1018], [1.4412, -1.9498, -0.1924], [2.0167, -0.2475, 0.0965], [2.9200, -1.6599, 0.6442], [2.5105, 0.5623, -2.8638], [1.9295, 0.2752, -2.1339], [3.3005, 0.0191, -2.6942]], "mulliken_charge": [-1.079, -0.657, -0.354, -0.106, -0.227, -0.813, -0.688, 0.353, 0.298, 0.283, 0.290, 0.273, 0.346, 0.338, 0.245, 0.326, 0.392, 0.314, 0.029, 0.430, -0.647, 0.318, 0.335], "largest_force_ev_per_a": 2.54, "homo_ev": -7.809, "smiles": "CC/C=C/NCC.O", "homo_lumo_gap_ev": 8.66}

=====

{"formula": "C6H15NO", "method": "ωB97M-V/def2-TZVPD", "elements": ["C", "C", "C", "C", "C", "C", "N", "H", "H", "H", "H", "H", "H", "H", "H", "H", "H", "H", "H", "H", "O", "H", "H"], "positions_angstrom": [[2.7427, 0.6866, -1.4847], [1.6593, 0.5542, -0.3992], [0.5717, -0.4495, -0.8292], [-0.3753, -0.8030, 0.2740], [0.2469, -1.4756, 1.4722], [-1.6711, -0.5135, 0.1932], [-2.6567, -0.9368, 1.1031], [3.6092, 0.0817, -1.2340], [2.3571, 0.2906, -2.4265], [2.9887, 1.7318, -1.7063], [1.2044, 1.5242, -0.2160], [2.1253, 0.2207, 0.5315], [0.0654, 0.0274, -1.6709], [1.1382, -1.3286, -1.1395], [-0.3907, -2.1837, 2.0067], [0.5284, -0.7203, 2.1973], [1.1484, -2.0327, 1.2183], [-1.9046, 0.0801, -0.6809], [-2.3789, -1.7517, 1.6219], [-3.0626, -0.2220, 1.6854], [-2.8293, 2.7002, -0.3856], [-1.8986, 2.6058, -0.1462], [-3.2179, 1.9140, 0.0154]], "mulliken_charge": [-1.192, -0.192, -0.790, 0.558, -1.591, -0.462, -0.540, 0.310, 0.320, 0.348, 0.189, 0.297, 0.399, 0.349, 0.455, 0.268, 0.316, 0.530, 0.230, 0.181, -0.645, 0.337, 0.326], "largest_force_ev_per_a": 1.10, "homo_ev": -8.375, "smiles": "CCC/C(C)=C/N.O", "homo_lumo_gap_ev": 9.13}

=====

{"formula": "C6H15NO", "method": "ωB97M-V/def2-TZVPD", "elements": ["C", "C", "N", "C", "C", "C", "C", "O", "H", "H", "H", "H", "H", "H", "H", "H", "H", "H", "H", "H", "H", "H", "H"], "positions_angstrom": [[1.1918, -1.7735, -1.1354], [2.1817, -0.9787, -0.2640], [1.5558, -0.3197, 0.8663], [0.9903, 1.0005, 0.5493], [-0.4460, 1.2214, 0.9977], [-1.4628, 0.2210, 0.4009], [-2.0226, 0.6502, -0.9110], [-2.5592, 0.0148, 1.3357], [1.7171, -2.2755, -1.9403], [0.6773, -2.4575, -0.4627], [0.4487, -1.1172, -1.5772], [2.6563, -0.1870, -0.8467], [2.9597, -1.6570, 0.0921], [0.8232, -0.9111, 1.2365], [1.6208, 1.7650, 1.0190], [1.0498, 1.2001, -0.5280], [-0.7718, 2.2115, 0.6708], [-0.5301, 1.1102, 2.0574], [-0.9929, -0.7600, 0.4105], [-1.2723, 0.8606, -1.6908], [-2.6016, 1.5721, -0.9033], [-2.6488, -0.1120, -1.3569], [-2.5643, 0.7218, 1.9802]], "mulliken_charge": [-0.873, -0.544, -0.343, -0.530, -1.094, 0.873, -1.481, -0.598, 0.387, 0.284, 0.141, 0.359, 0.322, 0.287, 0.279, 0.320, 0.348, 0.456, 0.029, 0.346, 0.362, 0.358, 0.315], "largest_force_ev_per_a": 1.72, "homo_ev": -8.724, "smiles": "CCNCC[C@H](C)O", "homo_lumo_gap_ev": 9.73}

=====

{"formula": "C6H15NO", "method": "ωB97M-V/def2-TZVPD", "elements": ["C", "C", "N", "C", "C", "C", "C", "O", "H", "H", "H", "H", "H", "H", "H", "H", "H", "H", "H", "H", "H", "H", "H"], "positions_angstrom": [[2.4744, 1.2783, -1.0145], [1.2943, 1.2682, -0.0572], [0.9475, -0.0513, 0.4198], [-0.2179, -0.7614, -0.0566], [-0.0571, -2.2443, 0.1387], [-1.5033, -0.2886, 0.6161], [-1.8818, 1.1522, 0.2559], [-2.6055, -1.1068, 0.2304], [3.3412, 0.7837, -0.5958], [2.1656, 0.8537, -1.9677], [2.7810, 2.3123, -1.1843], [0.4814, 1.8078, -0.5152], [1.5230, 1.9248, 0.7985], [1.7566, -0.6362, 0.5448], [-0.3646, -0.5844, -1.1382], [0.8700, -2.6724, -0.2575], [-0.8928, -2.7476, -0.3470], [-0.0617, -2.5589, 1.1903], [-1.3822, -0.3440, 1.6906], [-1.6107, 1.3874, -0.7719], [-1.4583, 1.8836, 0.9445], [-2.9626, 1.2423, 0.3036], [-2.6363, -1.8983, 0.7728]], "mulliken_charge": [-1.262, -0.386, -0.287, 0.723, -1.844, 0.235, -1.514, -0.583, 0.361, 0.275, 0.368, 0.206, 0.325, 0.258, 0.123, 0.453, 0.452, 0.367, 0.308, 0.354, 0.317, 0.406, 0.345], "largest_force_ev_per_a": 1.05, "homo_ev": -8.373, "smiles": "CCN[C@@H](C)[C@@H](C)O", "homo_lumo_gap_ev": 9.37}

=====

Calculated total energy, record by record: -9997.4317, -10000.3181, -10000.5838, -10001.7620, -10001.5366, -10001.8323, -10001.6139, -10002.2130, -10002.2815, -10002.4442 eV
Energy relative to the best compared isomer or geometry (same formula, charge and spin), record by record: 145.9, 79.3, 73.2, 46.0, 51.2, 44.4, 49.4, 35.6, 34.0, 30.3 kcal/mol